Entry from OMol25: the molecule C19H23N3O4S2 in a non-equilibrium geometry (the ωB97M-V functional and the def2-TZVPD basis).

The value obtained for the maximum force is 0.0202 Eh/bohr. The LUMO energy is 0.015 hartree. The calculation puts the total energy at -54407.0487 eV. The HOMO energy comes out at -8.4974 eV. Its frontier orbital gap is 8.9020 eV. As for the SMILES: COc1ccc(S(=O)(=O)N2CCCCC2)cc1NC(=O)c1cccnc1SC. As for the energy above the lowest of the compared OMol25 structures with the same formula, charge and spin: 44.5 kcal per mole.

Geometry as ORCA input:
```
! RIJCOSX wB97M-V def2-TZVPD def2/J DEFGRID3
* xyz 0 1
C 1.448 -2.044 -3.839
O 0.556 -1.785 -2.781
C 1.026 -1.230 -1.647
C 2.374 -1.000 -1.374
C 2.771 -0.507 -0.143
C 1.826 -0.250 0.827
S 2.357 0.379 2.412
O 3.471 -0.392 2.882
O 1.204 0.480 3.268
N 2.953 1.873 1.939
C 1.926 2.843 1.624
C 1.361 3.523 2.871
C 2.497 4.133 3.689
C 3.517 3.049 4.032
C 4.033 2.403 2.747
C 0.482 -0.444 0.575
C 0.067 -0.910 -0.662
N -1.299 -1.081 -0.926
C -1.915 -0.629 -2.058
O -1.364 0.053 -2.895
C -3.355 -0.998 -2.175
C -4.186 -0.118 -2.859
C -5.528 -0.416 -3.033
C -5.992 -1.614 -2.517
N -5.214 -2.479 -1.892
C -3.933 -2.196 -1.722
S -2.990 -3.447 -0.923
C -4.247 -4.742 -0.759
H 2.196 -2.793 -3.558
H 1.946 -1.130 -4.174
H 0.832 -2.434 -4.647
H 3.122 -1.221 -2.117
H 3.811 -0.337 0.082
H 1.140 2.312 1.082
H 2.370 3.587 0.953
H 0.845 2.771 3.469
H 0.644 4.291 2.575
H 2.102 4.580 4.603
H 2.985 4.922 3.110
H 3.040 2.277 4.639
H 4.353 3.468 4.594
H 4.693 1.564 2.970
H 4.573 3.137 2.139
H -0.231 -0.225 1.355
H -1.867 -1.396 -0.153
H -3.755 0.794 -3.246
H -6.189 0.258 -3.553
H -7.028 -1.913 -2.608
H -5.072 -4.363 -0.166
H -3.760 -5.575 -0.262
H -4.594 -5.030 -1.746
*
```

---

Entry from OMol25: a cluster of 2 separate species, C19H23NO2 in total in a non-equilibrium geometry (the ωB97M-V functional and the def2-TZVPD basis).

The value obtained for the maximum force is 0.0386 Eh/bohr. The LUMO energy is -0.035 hartree. The calculation puts the total energy at -25658.7888 eV. The HOMO energy comes out at -5.6916 eV. Its frontier orbital gap is 4.7360 eV. As for the energy above the lowest of the compared OMol25 structures with the same formula, charge and spin: 91.3 kcal per mole.

Geometry as ORCA input:
```
! RIJCOSX wB97M-V def2-TZVPD def2/J DEFGRID3
* xyz 0 1
C -3.895 -3.160 0.630
C -3.841 -1.811 -0.095
C -2.807 -0.858 0.497
N -1.503 -1.528 0.666
C -0.404 -0.997 0.181
C 0.883 -1.645 0.204
C 1.057 -3.011 -0.156
C 2.281 -3.640 0.056
C 3.365 -2.924 0.580
C 3.220 -1.563 0.877
C 2.006 -0.917 0.664
C -1.565 -2.738 1.495
C -2.510 -3.760 0.878
H -4.403 -3.030 1.594
H -4.491 -3.865 0.040
H -3.603 -1.975 -1.154
H -4.823 -1.329 -0.052
H -2.659 0.019 -0.141
H -3.147 -0.538 1.492
H -0.509 0.028 -0.169
H 0.213 -3.563 -0.581
H 2.387 -4.697 -0.191
H 4.322 -3.420 0.734
H 4.066 -1.000 1.276
H 1.860 0.140 0.896
H -0.573 -3.169 1.652
H -1.974 -2.434 2.469
H -2.585 -4.618 1.556
H -2.086 -4.129 -0.066
C 1.669 6.216 0.727
O 0.691 5.210 0.400
C 0.981 4.334 -0.613
C 2.109 4.466 -1.466
C 2.256 3.547 -2.514
C 1.398 2.480 -2.661
C 0.395 2.173 -1.648
O -0.125 1.019 -1.543
C 0.085 3.278 -0.785
H 1.241 6.714 1.596
H 2.641 5.770 0.982
H 1.795 6.931 -0.099
H 2.816 5.289 -1.332
H 3.076 3.686 -3.222
H 1.494 1.781 -3.490
H -0.802 3.243 -0.163
*
```

---

Entry from OMol25: the molecule C19H23NO4S (the ωB97M-V functional and the def2-TZVPD basis).

The value obtained for the maximum force is 0.0111 Eh/bohr. The LUMO energy is 0.028 hartree. The calculation puts the total energy at -40591.4981 eV. The HOMO energy comes out at -8.8245 eV. Its frontier orbital gap is 9.5760 eV. As for the SMILES: CC(C)CCOC(=O)[C@@H]1[C@H]2C(=O)N(Cc3cccs3)C[C@]23C=C[C@H]1O3. As for the energy above the lowest of the compared OMol25 structures with the same formula, charge and spin: 27.8 kcal per mole.

Geometry as ORCA input:
```
! RIJCOSX wB97M-V def2-TZVPD def2/J DEFGRID3
* xyz 0 1
C 4.139 -2.217 -4.358
C 3.774 -0.752 -4.588
C 4.983 0.146 -4.335
C 2.555 -0.326 -3.757
C 2.761 -0.401 -2.250
O 1.544 0.016 -1.620
C 1.385 -0.313 -0.342
O 2.191 -0.932 0.305
C 0.039 0.148 0.164
C -0.094 0.104 1.683
C -0.588 1.362 2.383
O -0.173 2.488 2.244
N -1.572 0.986 3.235
C -2.349 1.939 3.996
C -3.741 2.052 3.468
C -4.910 1.733 4.089
C -6.043 1.931 3.269
C -5.712 2.385 2.034
S -4.017 2.590 1.845
C -1.966 -0.407 3.154
C -1.305 -0.860 1.872
C -0.797 -2.242 1.547
C -0.645 -2.237 0.228
C -1.104 -0.867 -0.230
O -2.092 -0.550 0.723
H 3.271 -2.857 -4.498
H 4.524 -2.369 -3.353
H 4.908 -2.525 -5.063
H 3.483 -0.638 -5.639
H 5.773 -0.083 -5.045
H 5.377 -0.006 -3.333
H 4.715 1.194 -4.449
H 1.705 -0.960 -4.016
H 2.288 0.702 -4.010
H 3.562 0.266 -1.919
H 2.993 -1.417 -1.917
H -0.197 1.131 -0.246
H 0.825 -0.254 2.153
H -2.378 1.635 5.048
H -1.820 2.894 3.908
H -4.963 1.376 5.103
H -7.052 1.739 3.586
H -6.364 2.615 1.214
H -3.054 -0.497 3.091
H -1.600 -0.971 4.020
H -0.545 -2.991 2.270
H -0.246 -2.992 -0.419
H -1.471 -0.768 -1.247
*
```

---

Entry from OMol25: the molecule C19H23NO6 in a non-equilibrium geometry (the ωB97M-V functional and the def2-TZVPD basis).

The value obtained for the maximum force is 0.0221 Eh/bohr. The LUMO energy is 0.004 hartree. The calculation puts the total energy at -33851.4314 eV. The HOMO energy comes out at -8.5102 eV. Its frontier orbital gap is 8.6069 eV. As for the SMILES: COc1ccc2oc(C(=O)OCC(=O)N3C[C@@H](C)O[C@@H](C)C3)c(C)c2c1. As for the energy above the lowest of the compared OMol25 structures with the same formula, charge and spin: 46.4 kcal per mole.

Geometry as ORCA input:
```
! RIJCOSX wB97M-V def2-TZVPD def2/J DEFGRID3
* xyz 0 1
C 7.218 2.148 0.475
O 6.690 0.846 0.547
C 5.370 0.650 0.268
C 4.482 1.676 -0.090
C 3.152 1.420 -0.363
C 2.716 0.109 -0.274
O 1.474 -0.368 -0.497
C 1.539 -1.720 -0.285
C 0.321 -2.509 -0.459
O 0.237 -3.701 -0.289
O -0.696 -1.722 -0.853
C -1.976 -2.316 -1.012
C -2.995 -1.866 0.044
O -3.719 -2.688 0.571
N -3.048 -0.553 0.342
C -4.034 -0.084 1.298
C -5.061 0.804 0.582
C -6.059 1.406 1.559
O -4.405 1.869 -0.082
C -3.462 1.414 -1.030
C -2.835 2.632 -1.691
C -2.396 0.536 -0.348
C 2.801 -2.127 0.072
C 3.267 -3.499 0.383
C 3.594 -0.935 0.085
C 4.929 -0.663 0.357
H 7.132 2.564 -0.534
H 8.271 2.050 0.733
H 6.733 2.821 1.190
H 4.831 2.694 -0.157
H 2.477 2.214 -0.638
H -1.888 -3.405 -0.933
H -2.345 -2.051 -2.009
H -4.518 -0.953 1.743
H -3.526 0.500 2.073
H -5.589 0.187 -0.167
H -6.608 0.616 2.064
H -6.757 2.043 1.024
H -5.535 2.009 2.295
H -3.984 0.798 -1.786
H -2.332 3.236 -0.942
H -3.609 3.235 -2.156
H -2.118 2.322 -2.446
H -1.682 0.171 -1.079
H -1.861 1.143 0.392
H 3.674 -3.533 1.393
H 2.445 -4.203 0.301
H 4.061 -3.786 -0.306
H 5.623 -1.440 0.633
*
```

---

Entry from OMol25: a cluster of 3 separate species, C19H23NO7PS in total in a non-equilibrium geometry (the ωB97M-V functional and the def2-TZVPD basis).

The value obtained for the maximum force is 0.0754 Eh/bohr. The LUMO energy is -0.157 hartree. The calculation puts the total energy at -56009.2121 eV. The HOMO energy comes out at -11.5463 eV. Its frontier orbital gap is 7.2745 eV.

Geometry as ORCA input:
```
! RIJCOSX wB97M-V def2-TZVPD def2/J DEFGRID3
* xyz 1 1
C 4.560 -0.377 -0.492
C 4.760 0.298 -1.803
C 3.724 0.305 -3.073
C 2.151 0.685 -2.647
C 1.465 1.290 -4.003
O 0.072 1.719 -3.884
C -0.411 1.764 -2.499
P -1.331 0.118 -2.004
O -2.969 0.558 -1.477
O -1.518 -0.852 -3.439
S -0.521 -0.795 -0.489
C 0.681 2.255 -1.382
N 2.094 1.766 -1.593
H 4.523 0.310 0.471
H 4.491 -1.537 -0.329
H 5.802 0.855 -1.966
H 3.711 -0.787 -3.530
H 4.110 1.021 -3.917
H 1.689 -0.357 -2.294
H 2.102 2.236 -4.345
H 1.630 0.485 -4.868
H -1.277 2.586 -2.484
H -3.306 1.331 -2.019
H -1.502 -1.831 -3.230
H 0.376 1.944 -0.271
H 0.681 3.437 -1.381
H 2.522 1.520 -0.673
H 2.645 2.594 -1.971
C 1.837 0.696 3.772
C 1.256 0.739 4.974
C 0.070 1.583 5.223
O -0.461 1.624 6.324
C -0.450 2.375 4.091
C 0.131 2.333 2.888
C 1.317 1.489 2.640
O 1.848 1.448 1.538
H 2.707 0.084 3.572
H 1.625 0.163 5.815
H -1.320 2.988 4.290
H -0.237 2.909 2.048
C -3.397 -2.973 0.044
C -4.155 -2.082 0.689
C -4.921 -2.457 1.894
O -5.617 -1.642 2.485
C -4.816 -3.855 2.359
C -4.057 -4.746 1.713
C -3.292 -4.371 0.508
O -2.596 -5.186 -0.082
H -2.830 -2.715 -0.842
H -4.243 -1.053 0.362
H -5.383 -4.113 3.245
H -3.970 -5.775 2.041
*
```

---

- Which of these has the highest maximum force?
  C19H23NO7PS

---

- Among the records above, which one has the highest total energy?
  C19H23NO2